(1)
A structure of composition C6F18MgNO16S6 at a distorted geometry. Source: the OMol25 dataset; level of theory: wB97M-V/def2-TZVPD.

- highest occupied orbital energy (eV) = -2.3
- DFT total energy (a.u.) = -5874.3168
- net charge = -3
- ΔE to the lowest compared entry with this formula, charge and spin (kcal/mol) = 0.0

Each line ends with the Mulliken charge.
Positions of all 48 atoms, in Å:
Mg -0.11 -0.10 0.04  1.102
C 2.11 3.81 -0.36  0.482
F 1.23 4.39 0.45  -0.230
F 1.63 3.86 -1.60  -0.252
F 3.25 4.50 -0.31  -0.243
S 2.51 2.03 0.17  1.345
O 3.48 1.66 -0.86  -0.758
O 3.08 2.21 1.48  -0.698
O 1.23 1.31 0.03  0.056
C 3.70 -2.73 -0.04  0.535
F 3.13 -3.74 -0.73  -0.248
F 4.83 -3.14 0.49  -0.227
F 3.95 -1.78 -0.93  -0.208
S 2.43 -2.09 1.20  1.119
O 2.04 -3.31 1.87  -0.725
O 3.14 -1.11 2.01  -0.685
O 1.36 -1.49 0.39  -1.029
C -1.74 0.52 4.17  0.493
F -1.69 1.15 5.35  -0.237
F -1.49 -0.78 4.39  -0.244
F -2.98 0.59 3.70  -0.229
S -0.48 1.26 3.00  1.270
O -0.73 0.60 1.73  -0.786
O -0.91 2.66 3.01  -0.744
O 0.78 0.95 3.60  -0.670
C -1.90 -3.97 1.08  0.562
F -0.78 -4.56 0.67  -0.224
F -2.87 -4.89 1.11  -0.249
F -1.72 -3.50 2.31  -0.195
S -2.43 -2.58 -0.08  1.074
O -1.38 -1.56 0.08  -0.293
O -2.47 -3.21 -1.39  -0.756
O -3.70 -2.12 0.43  -0.729
C -1.50 3.39 -1.76  0.643
F -1.27 3.93 -0.57  -0.247
F -2.40 4.18 -2.37  -0.273
F -0.39 3.32 -2.45  -0.181
S -2.28 1.65 -1.44  0.822
O -2.70 1.78 -0.06  -0.602
O -3.38 1.47 -2.35  -0.632
N -0.91 0.57 -1.54  0.561
S -1.03 0.11 -3.08  0.923
O -2.16 -0.67 -3.49  -0.638
O -0.75 1.23 -3.97  -0.691
C 0.33 -1.20 -3.28  0.640
F -0.12 -2.16 -4.11  -0.242
F 1.43 -0.68 -3.85  -0.267
F 0.67 -1.74 -2.13  -0.195

---

(2)
The molecule C4H7NO2. Source: the OMol25 dataset; level of theory: wB97M-V/def2-TZVPD.

- highest occupied orbital energy (eV) = -9.8
- DFT total energy (a.u.) = -361.8181
- net charge = 0
- SMILES string = C/N=C1/COCO1
- ΔE to the lowest compared entry with this formula, charge and spin (kcal/mol) = 39.4

Each line ends with the Mulliken charge.
Positions of all 14 atoms, in Å:
C 2.32 -0.35 -0.72  -0.772
N 1.35 0.69 -0.42  -0.525
C 0.14 0.37 -0.31  0.619
C -0.99 1.26 0.19  -0.246
O -2.14 0.56 -0.29  -0.358
C -1.79 -0.79 -0.23  -0.152
O -0.40 -0.87 -0.52  -0.368
H 2.53 -0.39 -1.80  0.270
H 3.26 -0.08 -0.22  0.288
H 2.02 -1.35 -0.39  0.280
H -1.00 2.29 -0.16  0.276
H -0.95 1.29 1.29  0.217
H -2.35 -1.37 -0.97  0.208
H -1.97 -1.20 0.78  0.262

---

(3)
The molecule C10H11NOS at a distorted geometry. Source: the OMol25 dataset; level of theory: wB97M-V/def2-TZVPD.

- highest occupied orbital energy (eV) = -8.9
- DFT total energy (a.u.) = -915.6362
- net charge = 0
- ΔE to the lowest compared entry with this formula, charge and spin (kcal/mol) = 134.8

Each line ends with the Mulliken charge.
Positions of all 24 atoms, in Å:
C 1.58 1.03 -0.86  -0.580
C 1.57 -0.84 0.59  -0.538
C 0.48 0.50 -1.51  -0.367
C 0.55 -1.47 -0.10  -0.349
C 2.05 0.44 0.28  0.867
C 0.01 -0.78 -1.22  0.174
C -2.78 0.31 -0.41  -0.063
C -3.61 -1.79 -0.41  -0.373
C -2.48 -0.87 -1.26  0.025
C 3.11 1.20 1.00  -1.539
N -2.59 -1.03 0.22  -0.361
O -1.23 -2.98 -2.13  -0.590
S -1.28 -1.57 -2.33  0.334
H 1.84 2.00 -1.26  0.329
H 2.08 -1.28 1.57  0.159
H -0.01 0.98 -2.45  0.235
H 0.11 -2.41 -0.01  0.566
H -1.92 1.09 -0.31  0.243
H -3.90 0.77 -0.40  0.206
H -4.60 -1.44 -0.47  0.294
H -3.46 -2.95 -0.42  0.247
H 3.80 0.70 1.77  0.320
H 3.78 1.80 0.47  0.384
H 2.55 1.84 1.57  0.378

---

(4)
A structure of composition C17H24N6O5Zr. Source: the OMol25 dataset; level of theory: wB97M-V/def2-TZVPD.

- highest occupied orbital energy (eV) = -15.7
- DFT total energy (a.u.) = -1413.7198
- net charge = +2
- ΔE to the lowest compared entry with this formula, charge and spin (kcal/mol) = 9.2

Each line ends with the Mulliken charge.
Positions of all 53 atoms, in Å:
Zr 0.25 0.60 -0.85  1.420
O -1.72 -2.37 0.03  -0.536
C -0.59 -1.99 -0.08  0.297
O -0.07 -1.42 -1.18  -0.658
C 0.41 -1.83 1.06  0.675
C 0.94 -2.72 1.96  -0.773
C 2.01 -2.27 2.74  -0.223
C 2.53 -0.98 2.59  -0.810
C 1.93 -0.16 1.66  0.545
N 0.88 -0.59 0.96  -0.042
C 2.39 1.18 1.13  0.346
O 3.00 1.99 1.76  -0.472
O 1.97 1.34 -0.15  -0.774
H 0.58 -3.74 2.03  0.548
H 2.47 -2.94 3.45  0.469
H 3.39 -0.64 3.14  0.554
C 0.63 4.84 1.64  -0.560
C -0.87 4.77 1.40  -1.263
N -1.50 3.55 1.94  0.155
C -2.26 3.72 3.19  -0.576
C -1.37 4.14 4.35  -1.140
C -1.40 2.40 1.31  1.393
C -2.06 1.16 1.85  -1.623
N -0.73 2.25 0.17  -0.295
H 1.03 5.74 1.17  0.373
H 1.17 3.99 1.23  0.015
H 0.86 4.89 2.70  0.296
H -1.12 4.85 0.34  0.535
H -1.37 5.60 1.89  0.454
H -2.76 2.79 3.43  0.369
H -3.03 4.47 3.00  0.332
H -0.57 3.41 4.52  0.318
H -1.97 4.20 5.25  0.406
H -0.92 5.12 4.19  0.333
H -1.64 0.88 2.81  0.373
H -1.93 0.33 1.15  0.032
H -3.13 1.31 1.99  0.603
H -0.25 3.11 -0.12  0.194
C -3.97 -0.12 -5.04  -1.084
N -2.93 0.30 -4.10  0.030
C -1.71 1.01 -4.48  -0.369
C -1.01 1.01 -3.15  0.820
O 0.18 1.37 -2.88  -0.809
N -1.76 0.49 -2.20  -0.184
C -2.87 -0.03 -2.82  0.241
N -3.74 -0.79 -2.17  -0.291
H -3.77 0.34 -6.00  0.390
H -4.95 0.22 -4.70  0.382
H -3.97 -1.20 -5.16  0.390
H -1.90 2.02 -4.84  0.360
H -1.14 0.46 -5.23  0.384
H -3.47 -1.17 -1.28  0.195
H -4.51 -1.22 -2.66  0.261